(1)
2 unconnected molecules or ions with the total composition C2H2Cl3NO. Source: the Open Molecules 2025 dataset; level of theory: ωB97M-V/def2-TZVPD.

Output
* frontier orbital gap (spin up / spin down): 0.284 / 0.282 hartree
* LUMO energy (spin up / spin down): -0.05864 / -0.04207 hartree
* multiplicity: 1

Last column: Löwdin charge in e.
Positions of all 9 atoms, in Å:
C  -0.952  0.048  0.033  -0.14
C  1.180  0.442  -0.083  -1.65
N  -1.559  -1.132  0.259  -0.10
O  -1.284  -2.226  -0.198  0.03
Cl  1.412  2.073  0.444  0.56
Cl  1.718  -0.018  -1.649  0.58
Cl  1.874  -0.560  1.167  0.53
H  -1.270  0.805  0.884  0.13
H  -1.117  0.569  -0.858  0.06

(2)
A molecular structure, C39H57N4O6Pt. Source: the Open Molecules 2025 dataset; level of theory: ωB97M-V/def2-TZVPD.

Output
* frontier orbital gap: 0.259 hartree
* total charge: +1
* LUMO energy: -0.11973 hartree
* multiplicity: 1

Last column: Löwdin charge in e.
Positions of all 107 atoms, in Å:
Pt  -1.036  -0.806  1.167  1.63
C  -2.381  -0.393  3.763  -0.05
N  -1.612  -1.458  3.063  -0.36
C  -2.436  -2.696  3.022  -0.05
C  -0.355  -1.731  3.841  -0.13
C  0.786  -0.898  3.298  -0.11
N  0.865  -1.080  1.821  -0.24
C  1.776  -0.077  1.202  -0.10
C  1.403  1.387  1.275  -0.13
C  2.425  2.251  0.901  0.02
C  2.222  3.612  0.786  -0.15
C  0.949  4.089  1.090  0.02
C  -0.112  3.286  1.473  -0.07
C  0.120  1.890  1.550  -0.26
O  -0.896  1.083  1.905  -0.27
C  -1.477  3.967  1.702  -0.51
C  -2.009  4.428  0.335  -0.02
C  -1.297  5.192  2.612  -0.04
C  -2.560  3.100  2.357  -0.06
C  3.305  4.584  0.318  -0.56
C  3.536  5.656  1.392  -0.04
C  4.634  3.881  0.047  -0.07
C  2.837  5.253  -0.983  -0.04
C  1.366  -2.463  1.469  -0.08
C  1.168  -2.797  0.029  -0.16
C  2.238  -3.013  -0.822  0.02
C  2.021  -3.404  -2.137  -0.14
C  0.701  -3.595  -2.537  0.06
C  -0.411  -3.382  -1.719  -0.07
C  -0.144  -2.952  -0.418  -0.27
O  -1.143  -2.690  0.489  -0.27
C  -1.830  -3.659  -2.225  -0.52
C  -2.460  -4.771  -1.375  -0.03
C  -1.839  -4.119  -3.685  -0.06
C  -2.696  -2.396  -2.140  -0.03
C  3.209  -3.642  -3.067  -0.56
C  4.028  -4.827  -2.539  -0.04
C  4.091  -2.386  -3.098  -0.05
C  2.771  -3.952  -4.499  -0.06
H  -2.636  -0.743  4.764  0.11
H  -3.294  -0.184  3.213  0.08
H  -1.789  0.515  3.804  0.08
H  -2.649  -3.013  4.044  0.11
H  -1.903  -3.461  2.468  0.09
H  -3.368  -2.482  2.503  0.09
H  -0.151  -2.796  3.764  0.12
H  -0.528  -1.509  4.894  0.14
H  1.735  -1.188  3.754  0.15
H  0.623  0.161  3.486  0.13
H  1.872  -0.363  0.154  0.13
H  2.749  -0.231  1.678  0.15
H  3.400  1.835  0.674  0.11
H  0.779  5.153  0.994  0.11
H  -1.349  5.163  -0.128  0.09
H  -2.994  4.890  0.454  0.09
H  -2.086  3.588  -0.360  0.07
H  -0.648  5.949  2.178  0.08
H  -0.879  4.904  3.578  0.10
H  -2.267  5.662  2.789  0.09
H  -2.880  2.279  1.715  0.06
H  -3.424  3.738  2.557  0.09
H  -2.230  2.683  3.309  0.08
H  3.847  5.206  2.336  0.09
H  2.639  6.248  1.577  0.08
H  4.322  6.342  1.068  0.09
H  5.031  3.400  0.944  0.09
H  5.368  4.618  -0.283  0.09
H  4.546  3.131  -0.741  0.09
H  1.933  5.844  -0.831  0.08
H  2.626  4.508  -1.752  0.09
H  3.613  5.923  -1.358  0.09
H  0.808  -3.167  2.081  0.12
H  2.417  -2.502  1.763  0.14
H  3.245  -2.879  -0.441  0.12
H  0.524  -3.919  -3.549  0.09
H  -1.862  -5.683  -1.424  0.10
H  -3.458  -5.006  -1.750  0.09
H  -2.543  -4.472  -0.330  0.07
H  -1.291  -5.052  -3.827  0.09
H  -1.421  -3.366  -4.355  0.09
H  -2.870  -4.296  -3.992  0.09
H  -2.814  -2.078  -1.107  0.05
H  -3.687  -2.602  -2.552  0.09
H  -2.259  -1.580  -2.720  0.10
H  4.412  -4.631  -1.536  0.08
H  4.881  -5.020  -3.192  0.09
H  3.420  -5.732  -2.496  0.09
H  4.518  -2.166  -2.117  0.07
H  3.520  -1.514  -3.423  0.09
H  4.922  -2.526  -3.791  0.09
H  2.196  -4.878  -4.560  0.09
H  3.654  -4.074  -5.127  0.09
H  2.169  -3.146  -4.925  0.09
O  -4.559  3.123  -2.298  0.14
C  -4.049  1.886  -2.451  -0.47
O  -3.808  1.424  -3.520  0.18
C  -3.850  1.109  -1.183  -0.04
C  -4.808  0.571  -0.350  0.04
N  -4.171  -0.181  0.568  0.07
N  -2.850  -0.137  0.379  -0.05
C  -2.638  0.620  -0.688  -0.15
C  -1.214  0.808  -1.116  -0.51
O  -0.865  1.660  -1.877  0.18
O  -0.415  -0.112  -0.582  -0.13
H  -4.554  3.373  -1.365  0.11
H  -5.883  0.643  -0.356  0.15
H  -4.579  -0.737  1.301  0.16

(3)
A molecular structure, C12H24N6O6Pb. Source: the Open Molecules 2025 dataset; level of theory: ωB97M-V/def2-TZVPD.

Output
* frontier orbital gap (spin up / spin down): 0.143 / 0.145 hartree
* LUMO energy (spin up / spin down): -0.08052 / -0.08042 hartree
* multiplicity: 1

Last column: Löwdin charge in e.
Positions of all 49 atoms, in Å:
O  0.372  -1.846  -4.083  -0.52
H  -0.612  -1.891  -4.072  -0.16
Pb  -0.086  0.028  -0.476  1.48
N  1.796  -1.373  -0.621  -0.24
N  -0.529  -2.067  0.551  -0.27
N  0.701  2.129  -0.242  -0.09
N  -1.302  1.119  1.157  -0.07
O  2.922  -1.049  -1.010  -0.06
O  1.712  2.706  -1.035  0.00
O  -2.383  0.591  1.860  0.01
O  -1.707  -2.260  1.032  -0.19
C  0.087  -3.035  -0.238  -0.30
C  1.303  -2.669  -0.840  -0.27
C  0.050  2.968  0.567  -0.25
C  -1.068  2.423  1.319  -0.24
C  2.174  -3.442  -1.721  -0.03
H  2.222  -2.934  -2.689  0.09
H  1.789  -4.435  -1.883  0.07
H  3.183  -3.486  -1.300  0.09
C  -0.609  -4.314  -0.429  -0.03
H  -1.567  -4.165  -0.938  0.10
H  -0.798  -4.790  0.535  0.09
H  -0.004  -4.976  -1.040  0.07
C  0.529  4.357  0.705  0.01
C  -1.874  3.287  2.222  0.00
H  1.193  4.576  -0.136  0.09
H  1.072  4.486  1.651  0.11
H  -0.308  5.060  0.722  0.10
H  -2.442  2.675  2.923  0.09
H  -2.572  3.930  1.670  0.11
H  -1.232  3.965  2.794  0.09
H  2.321  1.990  -1.302  0.12
H  -2.279  -0.393  1.800  0.09
C  -1.875  0.267  -1.864  -0.15
H  -1.329  -0.154  -2.707  -0.04
H  -2.194  1.309  -1.979  0.00
H  -2.740  -0.325  -1.551  0.02
O  2.114  0.763  -3.900  -0.10
H  1.883  -0.033  -4.425  0.02
H  1.250  1.112  -3.625  0.00
N  1.384  -1.174  2.690  0.01
C  2.178  -1.006  3.763  -0.08
C  2.640  0.320  3.702  -0.06
C  2.066  0.870  2.524  -0.14
N  1.306  -0.052  1.906  -0.03
H  0.831  -1.989  2.415  0.14
H  2.369  -1.795  4.486  0.12
H  3.279  0.831  4.388  0.08
H  2.162  1.868  2.114  0.10

(4)
A single C2HCl2NS molecule. Source: the Open Molecules 2025 dataset; level of theory: ωB97M-V/def2-TZVPD.

Output
* frontier orbital gap: 0.360 hartree
* SMILES: S=C=NC(Cl)Cl
* LUMO energy: -0.00602 hartree
* multiplicity: 1

Last column: Löwdin charge in e.
Positions of all 7 atoms, in Å:
S  -4.436  0.542  0.244  0.72
C  -2.879  0.293  0.268  -0.77
N  -1.707  0.221  0.094  -0.03
C  -0.552  -0.561  -0.112  -1.06
Cl  -0.368  -1.216  -1.776  0.56
Cl  -0.232  -1.881  1.177  0.47
H  0.363  0.137  0.166  0.10

(5)
A molecular structure, C5H10O3Yb. Source: the Open Molecules 2025 dataset; level of theory: ωB97M-V/def2-TZVPD.

Output
* frontier orbital gap (spin up / spin down): 0.256 / 0.321 hartree
* total charge: +2
* ⟨S²⟩: 2.004
* LUMO energy (spin up / spin down): -0.35130 / -0.38094 hartree
* multiplicity: 3

Last column: Löwdin charge in e.
Positions of all 19 atoms, in Å:
C  2.757  0.849  0.458  -0.24
O  1.888  1.928  0.334  -0.29
C  2.222  -0.381  -0.273  -0.11
O  0.841  -0.505  0.133  -0.21
C  -0.022  -1.248  -0.616  -0.03
C  -1.431  -1.023  -0.223  -0.13
O  -1.623  0.395  -0.057  -0.38
C  -2.978  0.754  0.214  -0.02
Yb  0.076  1.617  0.397  1.96
H  2.920  0.578  1.520  0.15
H  3.753  1.068  0.030  0.16
H  2.755  -1.303  -0.008  0.16
H  2.240  -0.233  -1.362  0.15
H  0.341  -2.141  -1.122  0.16
H  -1.686  -1.508  0.739  0.16
H  -2.110  -1.400  -1.000  0.16
H  -3.025  1.844  0.288  0.11
H  -3.616  0.412  -0.611  0.13
H  -3.302  0.297  1.159  0.13

(6)
2 unconnected molecules or ions with the total composition C9H14. Source: the Open Molecules 2025 dataset; level of theory: ωB97M-V/def2-TZVPD.

Output
* frontier orbital gap: 0.370 hartree
* SMILES: Cc1ccccc1.CC
* LUMO energy: 0.03860 hartree
* multiplicity: 1

Last column: Löwdin charge in e.
Positions of all 23 atoms, in Å:
C  1.434  2.098  -0.436  -0.06
C  0.135  1.386  -0.236  -0.28
C  -0.796  1.833  0.713  -0.05
C  -1.957  1.120  0.924  -0.09
C  -2.265  0.015  0.136  -0.10
C  -1.305  -0.499  -0.724  -0.09
C  -0.145  0.232  -0.955  -0.07
H  1.388  2.848  -1.225  0.08
H  2.220  1.416  -0.786  0.08
H  1.886  2.585  0.427  0.08
H  -0.500  2.635  1.378  0.11
H  -2.666  1.344  1.716  0.10
H  -3.153  -0.578  0.292  0.10
H  -1.425  -1.493  -1.134  0.10
H  0.556  -0.086  -1.698  0.10
C  1.777  -2.644  -0.524  -0.17
C  1.752  -2.458  0.989  -0.15
H  2.600  -2.273  -1.117  0.06
H  1.702  -3.705  -0.756  0.06
H  0.875  -2.268  -1.010  0.03
H  2.770  -2.510  1.360  0.06
H  1.197  -1.572  1.297  0.06
H  1.184  -3.272  1.431  0.06

Max |F| for the records above, in order: 5.50, 1.12, 3.75, 3.40, 2.97, 1.52 eV Å⁻¹
ΔE to the lowest compared entry with this formula, charge and spin for the records above, in order: 115.28, 0.00, 67.56, 0.00, 0.00, 10.31 kcal/mol
Total energy for the records above, in order: -1587.78974, -2309.91149, -1444.02185, -1450.10814, -1580.19645, -351.31376 Eh